# 1
Molecular formula: C18H33Cl4N3O8S2
Method: DFT, the ωB97M-V functional and the def2-TZVPD basis

Last column: natural (NBO) charge in e.
Cartesian coordinates (Å):
C (16.49989, -6.25952, 7.65028)  -0.116
C (17.09395, -7.70868, 7.89189)  -0.086
O (15.92414, -8.50089, 7.66969)  -0.720
S (14.60699, -7.73701, 7.27078)  2.608
O (13.55724, -8.24036, 8.04311)  -0.926
O (14.47594, -7.69286, 5.88536)  -0.910
O (15.06531, -6.39481, 7.92292)  -0.691
H (16.63037, -5.93634, 6.61729)  0.204
H (16.87962, -5.53782, 8.36725)  0.219
H (17.38678, -7.86708, 8.90708)  0.215
H (17.91094, -7.99479, 7.25289)  0.204
C (17.27859, -9.24686, 14.46747)  -0.121
C (17.53206, -8.40097, 15.68244)  -0.086
O (16.41977, -8.69900, 16.50587)  -0.695
S (15.23344, -9.38626, 15.70142)  2.597
O (14.02461, -8.68920, 15.77860)  -0.890
O (15.25603, -10.76758, 16.02090)  -0.946
O (15.85745, -9.20821, 14.31770)  -0.699
H (17.60693, -10.32379, 14.58836)  0.203
H (17.74487, -8.91442, 13.55239)  0.240
H (17.55567, -7.38922, 15.50567)  0.194
H (18.47915, -8.72286, 16.17385)  0.205
C (19.84102, -11.32645, 8.73120)  -0.371
Cl (18.13757, -11.02597, 8.09281)  -0.053
Cl (19.69567, -12.00917, 10.37456)  -0.019
H (20.45443, -11.92360, 8.06568)  0.226
H (20.36771, -10.33673, 8.84229)  0.221
C (13.70026, -13.54881, 14.54702)  -0.369
Cl (12.20530, -12.70051, 14.24214)  -0.020
Cl (13.47609, -15.35829, 14.42896)  -0.075
H (14.40733, -13.34235, 13.78712)  0.231
H (13.99275, -13.30582, 15.57523)  0.244
C (10.82951, -5.72914, 9.80577)  -0.611
C (10.52440, -7.09345, 10.30840)  -0.382
C (9.15268, -7.33955, 10.87530)  -0.505
C (8.07963, -7.29294, 9.87708)  0.285
N (7.21739, -7.50906, 9.13582)  -0.328
H (10.20020, -5.42074, 8.99887)  0.212
H (11.82574, -5.51782, 9.48859)  0.227
H (10.53703, -5.01742, 10.61373)  0.194
H (11.28476, -7.40297, 11.12780)  0.207
H (10.66747, -7.81718, 9.53540)  0.213
H (8.92224, -6.57027, 11.65022)  0.236
H (9.15120, -8.25093, 11.39339)  0.249
C (13.07590, -9.51261, 12.65617)  -0.620
C (13.96074, -10.51437, 12.00484)  -0.392
C (14.56672, -10.00282, 10.72272)  -0.527
C (15.61005, -8.97981, 10.95259)  0.348
N (16.40195, -8.27330, 11.31209)  -0.414
H (12.51189, -9.98568, 13.48554)  0.226
H (12.28103, -9.26251, 11.93065)  0.188
H (13.61314, -8.60062, 12.95258)  0.221
H (13.48453, -11.43376, 11.79566)  0.223
H (14.85678, -10.62389, 12.64394)  0.206
H (13.71914, -9.67249, 10.05968)  0.259
H (14.96927, -10.86471, 10.24061)  0.266
C (11.59046, -13.28891, 8.37993)  -0.617
C (11.13909, -13.16476, 9.79687)  -0.382
C (11.97235, -14.03062, 10.78156)  -0.523
C (13.39824, -13.66255, 10.85042)  0.316
N (14.50770, -13.39484, 10.96819)  -0.371
H (11.14874, -12.53811, 7.69738)  0.228
H (11.33468, -14.28981, 8.02545)  0.204
H (12.67891, -13.18864, 8.33067)  0.209
H (10.06232, -13.51897, 9.81388)  0.214
H (11.04326, -12.06782, 10.07914)  0.209
H (11.87732, -15.04615, 10.38839)  0.248
H (11.62415, -13.98468, 11.78140)  0.265

Properties
Charge: 0
Frontier orbital gap in Eh: 0.413
E in hartree: -4108.87735

***

# 2
Molecular formula: C18H33ClGdN3O2
Method: DFT, the ωB97M-V functional and the def2-TZVPD basis

Last column: Löwdin charge in e.
Cartesian coordinates (Å):
Gd (0.24188, 0.37286, 0.22151)  1.752
C (-0.04976, -2.18131, 2.87995)  -0.002
C (0.01553, -1.95844, 1.40208)  -0.296
C (-1.02114, -2.14108, 0.47025)  -0.217
C (-2.34399, -2.68251, 0.92507)  -0.013
C (-0.80250, -1.86584, -0.89338)  -0.236
C (-1.95943, -1.98192, -1.87755)  -0.007
C (0.48204, -1.55701, -1.42495)  -0.288
C (0.68982, -1.30426, -2.93339)  -0.026
C (1.55841, -1.78691, -0.54641)  -0.252
C (2.93043, -1.96980, -1.13688)  -0.002
C (1.32185, -1.84672, 0.88347)  -0.267
C (2.56357, -2.15216, 1.70759)  -0.005
H (-1.09351, -1.78895, 3.11990)  0.109
H (0.72477, -1.58089, 3.38839)  0.090
H (0.02420, -3.28676, 3.08586)  0.145
H (-2.30260, -3.24380, 1.86526)  0.097
H (-2.94581, -3.30440, 0.26908)  0.098
H (-3.04902, -1.89076, 1.23555)  0.101
H (-1.88291, -2.95510, -2.38594)  0.120
H (-1.88796, -1.29138, -2.71337)  0.074
H (-2.97959, -1.95718, -1.38981)  0.107
H (-0.03606, -0.53726, -3.25199)  0.066
H (0.57265, -2.20510, -3.57686)  0.127
H (1.67281, -0.86523, -3.19135)  0.096
H (3.55801, -2.73322, -0.50235)  0.138
H (3.52095, -1.03259, -1.21777)  0.115
H (2.68275, -2.42874, -2.09805)  0.088
H (3.45370, -1.60112, 1.36113)  0.100
H (2.77051, -3.25015, 1.71270)  0.135
H (2.31291, -1.86344, 2.72930)  0.071
N (-1.87999, 1.28268, 1.88597)  -0.021
C (-3.05434, 1.64783, 1.16930)  -0.233
C (-2.75323, 2.56736, -0.10648)  -0.196
N (-1.76535, 2.04543, -1.02159)  -0.120
C (-1.24875, 3.05058, -2.01684)  -0.168
C (0.29022, 3.11346, -1.99797)  -0.266
N (0.79367, 1.79910, -2.12068)  -0.041
H (-2.02386, 0.55347, 2.54548)  0.074
H (-1.39928, 2.03946, 2.40305)  0.117
H (-3.80411, 2.23167, 1.75537)  0.137
H (-3.60565, 0.77034, 0.83525)  0.109
H (-2.42117, 3.51789, 0.28795)  0.116
H (-3.72513, 2.80187, -0.64706)  0.152
H (-2.14642, 1.28396, -1.54033)  0.093
H (-1.65713, 4.07972, -1.82178)  0.142
H (-1.58148, 2.80255, -3.07365)  0.145
H (0.56708, 3.51244, -1.03393)  0.119
H (0.53715, 3.78546, -2.83251)  0.140
H (1.82567, 1.81743, -1.97940)  0.115
H (0.59453, 1.42119, -3.05224)  0.094
Cl (3.33103, 4.17457, 1.97423)  0.574
C (3.19481, 2.38465, 2.40929)  -0.425
C (2.25790, 1.54943, 1.57990)  -0.666
O (1.10971, 1.25306, 2.08610)  -0.144
O (2.57393, 1.08721, 0.45383)  -0.065
H (2.96929, 2.24737, 3.45408)  0.085
H (4.27839, 2.05101, 2.28762)  0.115

Properties
Relative energy (zero: lowest compared OMol25 entry of this formula, charge and spin) in kJ/mol: 77.6
Charge: +2
Spin multiplicity: 8
Frontier orbital gap (spin up / spin down) in Eh: 0.342 / 0.202
<S²>: 16.032
E in hartree: -2245.80087

***

# 3
Molecular formula: C18H33ClN6
Method: DFT, the ωB97M-V functional and the def2-TZVPD basis

Last column: natural (NBO) charge in e.
Cartesian coordinates (Å):
C (3.83199, 0.62723, 8.63457)  -0.632
C (4.51127, -0.49734, 7.95053)  -0.233
N (3.96254, -0.60901, 6.64517)  -0.270
C (4.24701, 0.13144, 5.50899)  -0.046
C (3.33798, -0.23532, 4.57944)  -0.042
N (2.49537, -1.27218, 4.95217)  -0.278
C (2.78153, -1.32611, 6.31807)  0.246
C (1.46348, -2.00211, 4.24303)  -0.409
H (3.85499, 1.61903, 8.18300)  0.238
H (4.23754, 0.71634, 9.64238)  0.249
H (2.82848, 0.27857, 8.87853)  0.215
H (4.53217, -1.50254, 8.37153)  0.242
H (5.57525, -0.30885, 7.80725)  0.234
H (5.10385, 0.78332, 5.59431)  0.262
H (3.30182, 0.21565, 3.59878)  0.252
H (2.31688, -1.88766, 7.11504)  0.241
H (1.81702, -2.23910, 3.23955)  0.257
H (0.51052, -1.47302, 4.24843)  0.236
H (1.35528, -2.93653, 4.79370)  0.240
C (4.01005, -1.67301, -13.30883)  -0.637
C (3.27809, -0.72073, -12.40490)  -0.205
N (1.95839, -1.30183, -12.00186)  -0.284
C (0.77636, -1.54577, -12.75827)  -0.048
C (-0.22910, -1.97755, -11.90758)  -0.033
N (0.20359, -2.04209, -10.63307)  -0.281
C (1.56350, -1.67554, -10.71199)  0.245
C (-0.60498, -2.26451, -9.43654)  -0.405
H (4.23200, -2.60160, -12.78295)  0.230
H (4.93660, -1.30665, -13.75087)  0.255
H (3.43715, -1.86165, -14.21673)  0.227
H (3.03380, 0.25873, -12.81610)  0.233
H (3.76719, -0.42773, -11.47592)  0.227
H (0.83027, -1.29290, -13.80686)  0.254
H (-1.25732, -2.22914, -12.12171)  0.256
H (2.28638, -1.64562, -9.91014)  0.238
H (-0.83798, -3.32929, -9.44224)  0.242
H (-1.54584, -1.72504, -9.54546)  0.242
H (-0.04801, -1.84824, -8.59713)  0.243
C (-2.78831, 2.70722, 7.56429)  -0.623
C (-2.71113, 3.03945, 5.98797)  -0.208
N (-3.90804, 2.58568, 5.22687)  -0.303
C (-3.99520, 2.28572, 3.86516)  -0.027
C (-5.23516, 1.94128, 3.46194)  -0.034
N (-6.01262, 2.06657, 4.63363)  -0.278
C (-5.23177, 2.39440, 5.70220)  0.245
C (-7.48533, 1.93935, 4.72864)  -0.427
H (-2.87867, 1.63891, 7.76085)  0.221
H (-3.62735, 3.20072, 8.05477)  0.221
H (-1.91302, 3.08144, 8.09527)  0.243
H (-1.83124, 2.55245, 5.56759)  0.222
H (-2.61058, 4.12461, 5.96739)  0.232
H (-3.12626, 2.38478, 3.23151)  0.252
H (-5.65847, 1.61494, 2.52347)  0.279
H (-5.69606, 2.58123, 6.65923)  0.252
H (-7.74868, 0.92472, 5.02744)  0.239
H (-7.90184, 1.88078, 3.72306)  0.252
H (-7.91565, 2.65528, 5.42892)  0.241
Cl (-3.57971, -2.47119, -1.88551)  -1.000

Properties
Relative energy (zero: lowest compared OMol25 entry of this formula, charge and spin) in kJ/mol: 472.9
Charge: +2
Frontier orbital gap in Eh: 0.115
E in hartree: -1493.73972

***

# 4
Molecular formula: C18H33EuN5O6
Method: DFT, the ωB97M-V functional and the def2-TZVPD basis

Last column: natural (NBO) charge in e.
Cartesian coordinates (Å):
O (-1.02298, 0.22769, -3.52988)  -1.066
H (-2.00996, -0.07026, -4.09173)  0.364
Eu (0.54046, 0.41124, -1.43775)  1.784
N (1.52345, -1.81958, -1.59372)  -0.069
N (-0.84855, -1.74575, -0.81542)  -0.269
N (0.67394, 2.88114, -0.86682)  -0.102
N (-1.34100, 1.48865, -0.17046)  -0.237
O (2.71295, -1.67222, -2.04104)  -0.176
O (1.74604, 3.49569, -1.27070)  -0.591
O (-2.49083, 0.78687, 0.16544)  -0.616
O (-2.14495, -1.60493, -0.66570)  -0.438
C (-0.39178, -3.01656, -1.07010)  0.229
C (0.96828, -3.06299, -1.45442)  0.036
C (-0.11878, 3.48144, 0.05047)  0.057
C (-1.28732, 2.71808, 0.38624)  0.258
C (1.69002, -4.31808, -1.76950)  -0.653
H (1.22636, -4.82891, -2.62591)  0.234
H (1.65104, -5.00801, -0.91558)  0.226
H (2.73413, -4.10302, -2.00733)  0.238
C (-1.24194, -4.23514, -1.01745)  -0.690
H (-1.26500, -4.73529, -1.99847)  0.246
H (-2.26377, -3.96431, -0.73497)  0.258
H (-0.84141, -4.96260, -0.29354)  0.224
C (0.20130, 4.77888, 0.69555)  -0.669
C (-2.31275, 3.24106, 1.33380)  -0.692
H (0.99958, 5.27777, 0.13839)  0.258
H (0.53226, 4.63173, 1.73586)  0.222
H (-0.68673, 5.42352, 0.71708)  0.215
H (-3.23145, 2.65034, 1.24904)  0.258
H (-2.53461, 4.29264, 1.10906)  0.237
H (-1.95257, 3.19613, 2.37551)  0.229
H (2.14808, 2.35934, -2.32624)  0.533
H (-2.35868, -0.15617, -0.25901)  0.496
C (-2.89125, -0.25288, -5.01367)  -1.065
H (-2.35142, -0.52535, -5.92534)  0.174
H (-3.44357, 0.68224, -5.13748)  0.180
H (-3.55011, -1.05895, -4.68031)  0.180
O (2.05272, 1.41280, -2.71275)  -0.996
H (-0.52310, 0.70928, -4.20889)  0.460
H (2.90674, 1.10921, -3.06745)  0.517
C (0.62976, -2.12018, 2.66024)  -0.421
N (-0.48654, -1.24044, 2.21732)  -0.421
C (-1.79994, -1.78146, 2.68675)  -0.412
C (-0.30624, 0.19576, 2.68572)  -0.246
C (1.00798, 0.74694, 2.21284)  -0.014
C (1.73168, 1.60312, 3.07456)  -0.233
C (3.02586, 1.99885, 2.71923)  -0.241
C (3.58394, 1.56058, 1.52030)  -0.194
C (2.81799, 0.74134, 0.64957)  -0.260
C (1.52146, 0.42973, 0.97640)  -0.490
H (0.72936, -2.02441, 3.74794)  0.215
H (1.55414, -1.82960, 2.15948)  0.262
H (0.37651, -3.15389, 2.39818)  0.215
H (-0.48442, -1.21878, 1.17363)  0.501
H (-1.80515, -1.74496, 3.78392)  0.212
H (-2.61008, -1.16658, 2.27856)  0.250
H (-1.90326, -2.81647, 2.33945)  0.223
H (-1.15367, 0.76938, 2.28210)  0.243
H (-0.38495, 0.18204, 3.78240)  0.205
H (1.27671, 1.90665, 4.02162)  0.198
H (3.59547, 2.64315, 3.39759)  0.215
H (4.60155, 1.84593, 1.24270)  0.211
H (3.27897, 0.35850, -0.26528)  0.196

Properties
Charge: 0
Spin multiplicity: 8
Frontier orbital gap (spin up / spin down) in Eh: 0.216 / 0.115
<S²>: 15.824
E in hartree: -2140.76945